(i)
One molecule with the formula C4H9N. Source: the Open Molecules 2025 dataset; level of theory: ωB97M-V with the def2-TZVPD basis set.

```
14
C4H9N ωB97M-V with the def2-TZVPD basis set
H 2.5219 -0.0123 -0.5908
H 0.1466 1.2533 -1.2238
H -0.4667 0.0153 1.4580
C 1.5638 0.0277 0.0217
H -2.4471 0.7690 0.1833
C 0.4532 -1.0755 -0.1222
C 0.4719 1.0750 -0.1615
N -1.8899 -0.1082 -0.0217
C -0.4768 0.0012 0.3757
H 0.2499 -1.3644 -1.1552
H -1.8738 -0.1206 -1.0381
H 0.5365 -1.9917 0.4109
H 1.9516 0.0123 1.0813
H 0.5372 2.0262 0.3442
```

Results
Multiplicity: 1
SMILES: NC1CCC1
Molar mass in g/mol: 71.1


(ii)
A 2-piece molecular cluster, C4H9N overall. Source: the Open Molecules 2025 dataset; level of theory: ωB97M-V with the def2-TZVPD basis set.

```
14
C4H9N ωB97M-V with the def2-TZVPD basis set
C 0.6126 -0.8323 -1.9041
H 2.1753 -1.7329 -0.8563
H -1.3089 0.0593 -2.6644
C 1.7140 -0.8046 -1.1376
H 0.3479 -1.8566 -2.2149
H 0.1317 0.2620 3.5624
C -0.6239 0.8875 3.1617
H -0.2834 1.8701 2.9435
N -1.8050 0.5766 2.7471
H 0.1383 1.1231 -2.4289
H 2.0280 0.2163 -0.8968
H -1.9204 -0.5288 2.6442
C -0.4038 0.2714 -2.0013
H -0.8023 0.4889 -0.9547
```

Results
Multiplicity: 1
SMILES: C=CC.C=N
Molar mass in g/mol: 71.1


(iii)
One molecule with the formula C4H9N. Source: the Open Molecules 2025 dataset; level of theory: ωB97M-V with the def2-TZVPD basis set.

```
14
C4H9N ωB97M-V with the def2-TZVPD basis set
H -1.1929 1.5379 0.6117
H 2.7334 -0.3030 0.1640
C -1.8272 -0.2566 -0.4081
H 1.6182 0.6390 1.1685
C -1.2899 0.4844 0.7449
C 0.6577 -0.4818 -0.4432
H 0.9084 -0.8177 -1.4522
H 0.4608 -1.3671 0.1819
N -0.5256 0.3280 -0.5368
H -0.9538 -0.0994 1.6146
H -1.8266 -1.3404 -0.3182
H -2.6286 0.1570 -1.0107
C 1.8275 0.3137 0.1418
H 2.0385 1.2060 -0.4582
```

Results
Multiplicity: 1
SMILES: CCN1CC1
Molar mass in g/mol: 71.1


Of them, the most stable is (i) and the least stable is (ii).